ORCA calculation (ωB97M-V with the def2-TZVPD basis set) on a cluster of 5 separate species, C44H93N5O20P2S3 in total at a distorted geometry.

Its spin multiplicity is 1. Its LUMO energy is -0.44 eV. The max |F| is 0.1365 Eh/bohr.

Positions of all 167 atoms, in Å:
1 H -5.54095 4.63142 -7.23221
2 N -5.05592 3.99135 -7.88867
3 C -4.00227 3.53593 -7.24858
4 C -3.55301 3.92784 -5.77086
5 C -4.31154 3.17225 -4.57861
6 S -5.93099 4.11704 -4.50764
7 C -3.54446 3.80268 -3.27508
8 O -3.19489 4.98146 -3.06356
9 N -3.39119 2.61076 -2.44414
10 C -4.26741 1.42978 -2.84359
11 C -5.61171 1.65822 -1.99925
12 C -5.50482 2.71963 -0.79281
13 C -4.61630 2.22965 0.44681
14 P -4.71019 3.63215 1.75325
15 O -5.72773 4.71328 1.29613
16 O -5.04567 3.05882 3.31484
17 C -6.16579 2.12164 3.28863
18 C -5.52591 0.64920 3.58997
19 O -3.17858 4.39327 1.81962
20 C -2.91103 5.08549 0.56708
21 C -1.29225 5.24079 0.46280
22 C -3.40707 0.22711 -2.20311
23 C -4.13883 -1.19568 -2.12903
24 O -3.43954 -2.13237 -3.02157
25 C -3.99605 -1.85774 -0.64415
26 N -5.29278 -1.80433 0.12516
27 C -4.31930 1.56826 -4.47598
28 C -3.09828 0.75054 -5.18767
29 C -1.64869 1.37257 -4.94991
30 S -0.31692 0.09982 -4.55920
31 C 0.80270 1.08574 -3.43045
32 N 1.62071 2.06141 -4.08450
33 N 2.27597 2.64210 -3.02371
34 C 1.88034 2.03691 -1.77755
35 O 0.91541 1.01570 -2.02516
36 P -5.77965 0.68682 -5.36974
37 O -5.69404 0.92846 -7.08699
38 O -7.31538 1.23392 -4.89964
39 S -5.76415 -1.24452 -5.13521
40 H -3.30701 2.81844 -7.82916
41 H -2.39995 3.86943 -5.71490
42 H -3.78667 5.05360 -5.64537
43 H -6.35659 4.13919 -3.17733
44 H -2.42906 2.31671 -2.19999
45 H -6.49748 2.03997 -2.63828
46 H -6.01818 0.68655 -1.51675
47 H -5.26810 3.79532 -1.14017
48 H -6.58549 2.80394 -0.37978
49 H -3.51129 2.23049 0.11598
50 H -4.95436 1.22545 0.88192
51 H -6.90033 2.42394 4.10887
52 H -6.70162 2.17457 2.28210
53 H -6.13261 -0.14756 3.04765
54 H -4.43530 0.72458 3.24227
55 H -5.50943 0.54925 4.72458
56 H -3.33403 6.14383 0.52345
57 H -3.22061 4.49938 -0.36619
58 H -1.00772 6.10287 -0.24841
59 H -0.84034 5.42951 1.50839
60 H -0.87628 4.25287 0.03055
61 H -3.19826 0.53506 -1.10599
62 H -2.37768 0.07157 -2.67039
63 H -5.26368 -1.16131 -2.33442
64 H -2.49620 -2.16186 -2.73396
65 H -3.77700 -2.98032 -0.79757
66 H -3.09909 -1.44148 -0.05900
67 H -5.19592 -2.49578 0.88668
68 H -5.35113 -0.84239 0.49214
69 H -3.06385 -0.34930 -4.83014
70 H -3.24957 0.67351 -6.33184
71 H -1.56868 2.20434 -4.17967
72 H -1.31277 1.84272 -5.95275
73 H 2.20912 2.30180 -0.72589
74 H -6.34594 1.64610 -7.30513
75 H -7.59134 2.00593 -5.45570
76 C 0.44935 -4.37404 2.85597
77 O 0.34415 -3.05847 3.36961
78 C 1.54939 -2.62030 3.99244
79 C 1.75312 -1.12369 3.77965
80 O 2.18962 -0.78927 2.46060
81 C 1.21113 -0.89684 1.42549
82 C 0.11933 0.16670 1.50225
83 O -0.82695 -0.15283 2.51648
84 C -1.46763 0.99674 3.03775
85 H 0.57883 -5.09326 3.66979
86 H -0.47428 -4.60510 2.32095
87 H 1.28046 -4.44818 2.14860
88 H 2.41533 -3.16424 3.60182
89 H 1.45457 -2.82645 5.06465
90 H 2.56154 -0.80167 4.44302
91 H 0.87225 -0.54797 4.06271
92 H 0.79526 -1.90479 1.38118
93 H 1.76271 -0.74447 0.49225
94 H -0.41875 0.20905 0.54828
95 H 0.58311 1.14015 1.70251
96 H -0.73553 1.71766 3.41360
97 H -2.09743 0.68643 3.87462
98 H -2.10023 1.46155 2.27222
99 C 9.27425 0.76692 -2.45652
100 O 8.35701 0.77795 -3.53416
101 C 8.91255 0.22957 -4.72667
102 C 7.84578 -0.50694 -5.53114
103 O 7.49635 -1.78012 -4.98572
104 C 6.71265 -1.76512 -3.78962
105 C 5.27899 -1.29058 -4.00237
106 O 5.23129 0.12587 -4.12566
107 C 4.12228 0.56415 -4.88698
108 H 10.11550 1.43496 -2.66319
109 H 8.75326 1.11729 -1.56301
110 H 9.63409 -0.24807 -2.26502
111 H 9.73397 -0.45725 -4.49943
112 H 9.30200 1.06606 -5.31838
113 H 8.26480 -0.72075 -6.51938
114 H 6.96192 0.10913 -5.69570
115 H 7.21375 -1.20432 -2.99908
116 H 6.67475 -2.80723 -3.45844
117 H 4.66821 -1.56786 -3.13655
118 H 4.87440 -1.76983 -4.90166
119 H 4.11573 0.09653 -5.87685
120 H 4.20812 1.64408 -5.02302
121 H 3.19010 0.34784 -4.35924
122 C 4.97633 -3.83172 1.68076
123 O 4.05242 -4.50887 0.84816
124 C 3.38950 -3.62904 -0.05519
125 C 3.10653 -4.32763 -1.38213
126 O 4.26137 -4.47262 -2.21125
127 C 5.22017 -5.44972 -1.79761
128 C 4.73598 -6.88770 -1.95386
129 O 3.83782 -7.23202 -0.90527
130 C 2.92778 -8.24701 -1.28304
131 H 4.45394 -3.14226 2.35050
132 H 5.50452 -4.57709 2.27904
133 H 5.71411 -3.29153 1.08072
134 H 3.98608 -2.72969 -0.23878
135 H 2.44137 -3.33745 0.41220
136 H 2.42041 -3.69207 -1.95125
137 H 2.59953 -5.28193 -1.24017
138 H 5.57521 -5.24753 -0.78603
139 H 6.07706 -5.31008 -2.46359
140 H 5.59015 -7.57062 -1.89674
141 H 4.24799 -6.99578 -2.92969
142 H 2.37195 -7.96008 -2.18097
143 H 2.21159 -8.38149 -0.46953
144 H 3.45539 -9.19273 -1.44965
145 C 3.40551 2.19261 8.63493
146 O 2.47905 1.15128 8.88250
147 C 2.06318 1.10592 10.24519
148 C 0.60771 0.66127 10.35142
149 O -0.32837 1.67894 9.99202
150 C -0.42914 1.98572 8.59950
151 C -1.07952 0.88011 7.77404
152 O -0.15888 -0.17918 7.53944
153 C -0.80307 -1.42251 7.33852
154 H 4.34165 2.00696 9.16945
155 H 3.60800 2.21966 7.56218
156 H 2.98740 3.16006 8.92709
157 H 2.18011 2.08222 10.72590
158 H 2.70432 0.37881 10.75673
159 H 0.40464 0.44016 11.40384
160 H 0.42199 -0.26001 9.79956
161 H 0.53844 2.28208 8.19177
162 H -1.07452 2.86759 8.54635
163 H -1.38169 1.27917 6.79965
164 H -1.96396 0.51058 8.30633
165 H -1.45587 -1.66635 8.18231
166 H -0.03553 -2.19654 7.26944
167 H -1.37714 -1.40917 6.40507

Atoms 1-6, force components in eV/Å:
H 0.097 -0.179 -0.488
N 2.318 -0.756 2.294
C -0.734 0.208 -0.850
C 0.145 0.801 -1.239
C 1.069 2.198 0.252
S -0.613 -0.232 0.210